{
  "formula": "H26O13",
  "method": "ωB97M-V/def2-TZVPD",
  "e_above_lowest_ev": 0.857,
  "energy_ha": -993.7417,
  "charge": 0,
  "spin_multiplicity": 1,
  "gap_ev": 9.8279,
  "homo_energy_ha": -0.3661,
  "lumo_ev": -0.13,
  "species": ["O", "H", "O", "H", "H", "O", "O", "H", "O", "H", "H", "O", "O", "O", "H", "H", "O", "H", "O", "O", "H", "H", "H", "H", "O", "O", "H", "H", "H", "H", "H", "H", "H", "H", "H", "H", "H", "H", "H"],
  "coordinates": [[0.341, 0.317, 0.292], [-3.254, 2.054, -1.424], [-0.420, 0.339, -2.497], [-2.420, 0.844, 2.079], [3.489, -2.020, 1.655], [2.637, -2.323, 1.328], [3.093, 0.191, -0.548], [-1.893, 2.467, -0.838], [-2.374, 0.167, 1.392], [0.055, 3.596, -2.362], [-2.636, -2.989, 1.779], [-2.813, 2.270, -0.594], [0.802, -1.313, 3.431], [0.514, 2.765, 1.826], [2.237, -0.130, -0.206], [-2.066, -1.579, 2.021], [2.357, 0.722, -3.244], [0.388, 0.315, -3.041], [-1.912, -2.523, 2.214], [-2.135, -1.962, -2.731], [-0.740, -2.876, 0.682], [-1.682, -1.129, -2.505], [1.126, -1.865, 4.151], [-0.440, 0.036, 0.797], [-0.085, 2.993, -1.621], [0.010, -3.132, 0.113], [-0.115, -1.130, 3.662], [3.488, 0.661, 0.192], [0.683, 3.103, -1.046], [1.980, -1.782, 1.794], [0.068, 0.242, -0.650], [2.471, 0.617, -2.275], [-0.523, 1.273, -2.232], [1.457, 2.883, 1.979], [-2.759, 0.600, 0.609], [0.445, 1.969, 1.269], [-3.075, -1.762, -2.685], [2.971, 1.421, -3.488], [0.729, -3.332, 0.723]]
}


{
  "formula": "C7H7N3O2S",
  "method": "ωB97M-V/def2-TZVPD",
  "e_above_lowest_ev": 1.421,
  "energy_ha": -983.7959,
  "charge": 0,
  "spin_multiplicity": 1,
  "gap_ev": 8.5483,
  "homo_energy_ha": -0.2917,
  "lumo_ev": 0.61,
  "species": ["C", "C", "H", "H", "O", "S", "N", "N", "H", "O", "C", "C", "N", "C", "H", "H", "H", "H", "C", "C"],
  "coordinates": [[-1.678, -0.620, -0.612], [-1.691, 0.833, -0.328], [1.140, -1.552, -1.872], [2.530, 0.399, 1.501], [-0.275, 1.558, -1.922], [-3.843, -0.288, 0.631], [1.209, -0.699, -0.020], [1.626, 0.509, 1.799], [-0.517, 0.793, -2.454], [-0.202, 2.691, 0.004], [0.689, -0.038, 1.068], [-0.641, 1.788, -0.655], [-0.683, -1.221, -1.373], [0.560, -1.124, -1.140], [2.167, -0.884, -0.084], [-2.830, -2.354, -0.056], [-3.377, 1.949, 0.664], [1.241, 1.012, 2.603], [-2.765, -1.327, -0.188], [-2.861, 1.120, 0.294]]
}


{
  "formula": "C32H91N5O17",
  "method": "ωB97M-V/def2-TZVPD",
  "s_squared": 0.7504,
  "e_above_lowest_ev": 0.311,
  "energy_ha": -2826.3126,
  "charge": -1,
  "spin_multiplicity": 2,
  "gap_ev": [1.3699, 9.2419],
  "homo_energy_ha": [0.0246, -0.2610],
  "lumo_ev": [2.04, 2.14],
  "species": ["H", "C", "C", "H", "H", "H", "H", "H", "H", "N", "H", "C", "H", "H", "O", "H", "C", "O", "C", "H", "H", "C", "C", "C", "N", "H", "H", "H", "H", "H", "H", "C", "H", "H", "H", "C", "H", "C", "H", "H", "H", "O", "O", "H", "C", "H", "H", "C", "C", "C", "H", "H", "C", "O", "H", "H", "O", "H", "H", "H", "C", "H", "H", "H", "C", "H", "H", "H", "H", "H", "H", "O", "C", "H", "O", "C", "H", "N", "O", "H", "H", "H", "H", "C", "H", "H", "H", "O", "C", "C", "H", "O", "N", "H", "H", "C", "H", "O", "H", "O", "H", "H", "H", "N", "H", "H", "H", "C", "H", "H", "H", "O", "H", "C", "C", "H", "H", "H", "H", "H", "H", "H", "H", "H", "H", "C", "C", "H", "H", "H", "H", "H", "H", "C", "H", "H", "O", "H", "C", "H", "H", "C", "O", "H", "O"],
  "coordinates": [[-2.601, 3.127, -4.404], [0.347, -0.229, -0.467], [-1.504, 6.536, 1.205], [-4.526, -1.741, -0.225], [-3.023, 2.890, -1.802], [-5.364, 2.947, 0.832], [-4.705, 0.369, -2.725], [-1.856, 3.740, 0.532], [1.867, -7.775, -1.884], [-3.561, 2.832, -4.506], [-3.548, -7.214, 1.633], [2.311, -5.759, -2.005], [-1.467, 6.352, 2.278], [2.268, 4.275, 1.816], [-0.376, -3.565, -3.423], [2.502, -5.695, -3.077], [1.993, -0.903, 7.098], [0.250, -6.665, -2.683], [4.390, -0.387, -2.184], [-0.720, -3.517, 1.362], [-0.070, 1.843, -4.305], [-4.358, -0.748, 0.193], [-2.546, -5.293, 2.120], [2.619, -2.101, 2.525], [-1.866, -7.632, 2.659], [-3.941, 0.434, 3.245], [-4.669, -5.988, 3.888], [1.023, -1.398, -2.110], [-3.955, 6.184, 2.406], [-3.132, -6.503, 4.582], [0.038, -1.074, 0.148], [4.101, 4.980, 3.481], [-4.364, -7.650, 4.001], [-3.794, 2.425, 0.628], [1.095, -4.302, -2.366], [4.033, 3.644, 2.684], [2.972, -3.019, 2.996], [-0.498, 5.556, 0.470], [5.617, 2.503, 3.529], [-0.530, 3.778, 1.740], [-4.078, 0.332, -4.431], [-0.961, -1.159, -2.429], [-1.883, -5.302, 0.918], [4.869, 1.603, 0.548], [-4.063, 3.077, -2.068], [1.147, 0.663, 3.198], [1.612, 0.184, 0.930], [-1.199, -4.090, 0.567], [-3.049, -6.751, 2.485], [-3.928, 6.766, 1.485], [-0.927, -5.062, -5.426], [3.246, -6.026, -1.513], [1.343, -6.830, -1.747], [-4.370, 0.413, 2.387], [0.971, -1.452, 3.631], [-1.841, -3.479, -0.068], [1.568, -0.774, 5.820], [3.311, 0.005, 4.827], [-0.469, -4.472, -0.147], [2.760, 2.841, 1.622], [0.226, -3.406, -4.675], [2.635, 0.648, 2.726], [2.598, -1.787, 7.303], [0.591, 3.440, -5.566], [-4.047, 0.830, -3.462], [1.398, 5.503, 0.195], [2.342, 4.970, -4.898], [-1.327, 7.606, 1.096], [1.061, -5.754, -4.332], [-0.422, -6.065, -2.351], [-0.333, 4.360, -3.401], [5.003, -1.163, -3.180], [0.064, -4.643, -5.598], [-3.000, 0.671, -3.202], [-2.819, 6.327, 0.633], [-4.539, 3.041, 0.125], [-3.907, 3.744, -4.768], [1.778, 0.123, 2.622], [-0.663, 3.472, -3.242], [-1.455, -7.592, 3.581], [-0.193, -2.536, -5.182], [-0.606, 5.824, -0.581], [0.900, -6.940, -0.757], [1.970, -1.073, 3.414], [-5.251, -1.379, 2.106], [5.128, 5.125, 3.815], [6.059, 0.950, 1.695], [-4.981, 2.761, -1.137], [1.263, 3.468, -4.708], [4.998, 1.013, 1.456], [3.708, -0.909, -1.513], [1.546, 0.306, -0.020], [0.806, 5.631, 1.002], [-0.278, 0.617, -0.181], [5.652, -1.736, -2.764], [4.534, 2.450, 3.417], [2.226, 2.977, -4.851], [0.856, -5.782, -5.270], [-3.532, -1.423, 2.139], [-3.068, -0.406, -0.264], [1.142, 6.540, 1.286], [2.702, 0.336, -3.330], [-1.136, -7.229, 2.090], [2.629, 3.510, 2.367], [4.504, 3.681, 1.702], [4.108, 2.411, 4.420], [0.697, 0.226, -2.564], [-3.856, -6.708, 3.793], [-3.353, -4.572, 1.991], [-4.289, 4.082, 0.332], [-3.058, 0.553, -0.302], [1.719, -4.576, -1.690], [0.928, 2.226, -2.886], [0.373, 2.650, -3.722], [-4.370, -0.845, 1.749], [-0.300, 3.406, 0.060], [4.841, -0.039, 1.217], [2.443, -0.031, 7.571], [1.295, -3.191, -4.686], [1.120, -1.005, 7.742], [-4.785, 6.622, 0.826], [-0.890, -2.782, -3.213], [3.245, -1.760, 5.027], [-5.154, -0.102, -0.179], [2.510, 1.253, -1.275], [-4.347, 2.337, -3.397], [-0.838, 4.071, 0.737], [-4.182, 4.142, -2.267], [0.033, -4.353, -6.649], [-2.001, -4.844, 2.951], [5.178, 0.153, -1.660], [1.945, -2.349, 1.705], [-1.634, -0.568, -2.082], [2.658, -0.867, 4.811], [3.381, 4.967, 4.300], [4.204, 1.327, -3.517], [3.145, 1.669, -1.862], [-3.800, 7.804, 1.792], [3.576, 0.757, -2.832], [3.893, 5.851, 2.860], [-5.397, 2.510, -3.633], [0.300, -0.595, -1.967], [1.603, 4.712, -4.342], [3.569, -1.684, 2.191], [4.224, 1.299, 2.634]]
}


{
  "formula": "C24H56O22Tl",
  "method": "ωB97M-V/def2-TZVPD",
  "e_above_lowest_ev": 5.752,
  "energy_ha": -2775.1259,
  "charge": 1,
  "spin_multiplicity": 1,
  "gap_ev": 3.3066,
  "homo_energy_ha": -0.4175,
  "lumo_ev": -8.05,
  "species": ["C", "H", "H", "H", "H", "H", "H", "H", "O", "H", "H", "C", "O", "H", "H", "H", "O", "C", "H", "C", "H", "H", "O", "H", "O", "C", "H", "H", "H", "O", "H", "O", "H", "O", "H", "H", "C", "H", "O", "C", "C", "O", "H", "H", "C", "C", "O", "H", "H", "H", "H", "H", "H", "C", "H", "H", "O", "C", "H", "C", "H", "H", "H", "O", "H", "H", "O", "H", "H", "H", "H", "H", "O", "H", "H", "C", "H", "H", "H", "C", "H", "H", "H", "H", "H", "O", "Tl", "O", "O", "C", "O", "C", "C", "C", "O", "C", "C", "O", "H", "C", "O", "C", "C"],
  "coordinates": [[0.538, 0.302, -1.612], [-0.441, 0.057, 6.287], [-2.383, 4.256, -1.680], [-2.032, -0.102, 2.605], [1.922, 6.475, -2.090], [5.667, -1.144, 4.994], [-1.805, -4.491, 1.893], [2.071, -6.812, -2.690], [2.689, -2.014, 0.196], [0.377, -5.375, 1.439], [-4.877, -0.269, -1.637], [0.134, 1.140, -0.468], [1.983, -6.804, -0.705], [1.734, 5.009, -3.803], [-4.213, 2.491, 3.900], [4.008, 0.260, 4.471], [1.875, -0.245, -5.210], [-3.984, 0.784, 3.120], [3.266, 0.000, -6.566], [-0.593, -0.800, 5.631], [-2.274, -0.035, -2.075], [-4.846, 1.003, 2.490], [1.189, 0.292, 4.545], [-1.666, 6.964, 1.537], [-2.807, 0.806, 0.999], [3.967, -1.611, -5.120], [3.540, -2.548, -5.478], [-3.846, 7.203, 0.401], [-2.689, -2.505, -0.602], [-2.257, 6.240, 1.316], [0.151, -3.956, 3.178], [-1.953, -0.894, 5.162], [2.848, -1.755, -3.544], [3.716, 1.674, 2.247], [4.137, -0.328, 1.800], [1.314, -2.934, 2.300], [4.539, 0.521, 2.354], [3.964, 2.133, 1.441], [1.419, -1.561, -2.482], [1.342, -6.485, -1.949], [4.847, 0.239, 3.775], [3.789, -1.777, -3.732], [1.817, -0.672, 2.021], [-0.519, -1.589, 6.379], [1.452, -0.434, 1.032], [-0.655, -3.077, 1.411], [5.628, -0.923, 4.061], [0.208, -4.693, -1.332], [-2.332, -1.777, -2.563], [-4.459, 4.970, 0.010], [1.197, -1.787, 4.867], [-2.401, 7.244, -0.515], [-3.552, -0.905, 1.932], [1.355, -0.770, -1.454], [1.729, -0.097, -4.273], [0.637, 6.070, -4.358], [-4.904, -2.036, -2.724], [0.911, -4.993, -2.109], [5.027, -1.503, -5.349], [0.554, -3.709, 2.196], [-1.012, -2.214, 1.972], [-4.046, 5.488, -1.656], [-5.378, -1.704, -3.489], [-2.719, 4.304, -0.782], [5.527, 1.013, 4.129], [1.340, -7.279, -0.173], [2.103, -4.284, -1.893], [0.659, -4.858, -3.161], [0.529, -7.201, -2.070], [0.042, 0.452, -2.560], [5.486, 0.717, 1.851], [-2.032, 4.369, -3.961], [-2.595, -1.551, -0.546], [-0.417, -2.561, 0.481], [-0.153, 3.519, -3.856], [-2.739, -1.007, -1.908], [1.313, 0.592, 3.641], [3.803, 0.610, -5.168], [-4.462, 0.231, 3.928], [0.513, 0.594, 0.945], [-0.017, 3.794, -2.210], [0.232, -1.362, 3.610], [-4.133, -0.335, -3.267], [1.865, -3.358, -1.977], [-2.541, -0.527, 5.826], [1.146, -4.824, 1.601], [-1.491, 3.502, 1.917], [1.003, 6.305, -2.307], [0.005, 1.045, 2.037], [0.790, 5.446, -3.478], [-1.642, 4.610, -3.117], [-3.041, 0.017, 2.209], [0.515, -0.983, 4.591], [-4.240, -0.844, -2.309], [-1.785, -3.847, 1.181], [1.811, -1.094, -0.093], [3.193, -0.229, -5.502], [-3.439, 1.978, 3.655], [-2.559, 0.217, 0.283], [-0.192, 4.338, -3.138], [-0.581, 2.218, -0.551], [-3.692, 5.410, -0.628], [-3.022, 6.569, 0.074]]
}


{
  "formula": "C32H43Ge2NOS4Ti",
  "method": "ωB97M-V/def2-TZVPD",
  "e_above_lowest_ev": 0.453,
  "energy_ha": -7971.3248,
  "charge": -2,
  "spin_multiplicity": 1,
  "gap_ev": 4.8958,
  "homo_energy_ha": -0.0216,
  "lumo_ev": 4.31,
  "species": ["C", "H", "C", "H", "H", "C", "C", "N", "C", "H", "S", "H", "C", "H", "C", "S", "C", "H", "H", "H", "C", "H", "C", "S", "C", "O", "H", "H", "C", "C", "H", "H", "C", "H", "H", "C", "H", "C", "C", "C", "Ti", "C", "H", "H", "C", "H", "H", "H", "C", "C", "H", "H", "H", "H", "H", "C", "C", "H", "C", "H", "H", "H", "Ge", "C", "H", "S", "H", "H", "H", "C", "H", "H", "H", "C", "C", "H", "H", "C", "Ge", "H", "H", "H", "C", "C"],
  "coordinates": [[-2.806, -2.101, -7.068], [1.409, 2.330, 6.784], [1.448, 1.177, 4.970], [-2.532, -1.279, 5.092], [3.438, 2.196, -4.125], [0.821, 1.834, 6.019], [-2.444, -2.261, -4.688], [-0.992, -0.142, 1.750], [-0.105, 4.093, 1.094], [-3.895, -3.415, -5.763], [3.794, 0.250, 1.190], [-0.892, -4.034, -3.278], [-3.905, -0.174, 2.219], [2.529, 1.159, 4.896], [0.699, 0.554, 3.977], [1.306, -1.702, 1.078], [-1.315, 1.238, 5.085], [-0.921, -3.316, -0.275], [-3.181, 2.587, 0.590], [-2.868, 4.190, 1.284], [-1.818, -1.122, -7.121], [1.414, 2.609, -4.784], [0.639, 2.466, -2.714], [3.171, -1.477, 0.244], [0.485, 2.728, -4.224], [-0.659, 2.015, 0.048], [-1.370, 3.798, -0.596], [-2.278, 2.730, 2.111], [-2.451, 3.190, 1.131], [-0.566, 1.869, 6.075], [-3.377, -0.032, -1.127], [-4.862, -2.013, 5.466], [-4.276, -1.811, -1.938], [0.136, 3.611, 2.046], [-6.595, -1.553, 3.757], [-2.929, -0.419, 3.171], [3.261, 0.537, -4.687], [-3.148, -1.104, -1.176], [3.712, 1.162, -3.908], [-1.184, -4.196, -2.238], [0.000, 0.360, 0.288], [-1.491, -0.014, 2.889], [1.258, 3.239, -2.241], [-4.387, -1.434, -2.956], [-3.290, -1.072, 4.345], [1.189, 0.063, 3.147], [-3.149, -1.452, -0.141], [-0.238, 2.033, -4.661], [-3.118, -2.662, -5.837], [-1.153, 3.289, 0.349], [0.118, 3.744, -4.427], [4.801, 1.090, -4.029], [3.720, 1.409, -1.752], [-2.274, -4.294, -2.216], [-0.482, 5.102, 1.288], [-5.572, -1.237, 3.595], [-4.603, -1.488, 4.555], [-1.573, -0.651, -8.068], [-1.152, -0.729, -5.969], [-0.349, 2.538, -2.258], [-3.613, 0.328, 1.309], [-1.069, 2.398, 6.877], [1.349, 0.662, -2.097], [-5.219, -0.577, 2.424], [-3.325, -2.412, -7.967], [2.213, 1.586, 0.964], [-2.398, 1.284, 5.125], [0.425, -3.074, -1.341], [-5.964, -0.381, 1.661], [0.546, -0.345, -3.613], [-2.697, -2.703, -3.737], [1.027, -0.347, -4.601], [3.673, -0.255, -2.273], [-0.666, -3.086, -1.314], [-1.426, -1.305, -4.719], [-5.244, -1.668, -1.436], [0.815, 4.156, 0.513], [3.281, 0.741, -2.498], [-1.168, -1.176, -1.549], [-0.773, -5.169, -1.939], [-4.112, -2.891, -2.004], [-0.413, 0.060, -6.027], [-0.678, -0.876, -3.489], [-0.690, 0.573, 4.034]]
}


{
  "formula": "C23H27HgN5OSSi",
  "method": "ωB97M-V/def2-TZVPD",
  "s_squared": 0.7723,
  "e_above_lowest_ev": 0.176,
  "energy_ha": -2082.8625,
  "charge": -1,
  "spin_multiplicity": 2,
  "gap_ev": [4.9835, 7.2601],
  "homo_energy_ha": [-0.0759, -0.1597],
  "lumo_ev": [2.92, 2.91],
  "species": ["O", "H", "C", "H", "C", "H", "H", "H", "C", "H", "C", "C", "C", "H", "H", "H", "C", "H", "C", "N", "H", "C", "N", "H", "S", "C", "C", "H", "C", "N", "C", "Hg", "C", "C", "C", "H", "Si", "H", "H", "H", "H", "C", "C", "H", "H", "H", "H", "N", "N", "C", "C", "H", "C", "C", "H", "H", "C", "H", "H"],
  "coordinates": [[-0.910, -1.934, -0.455], [-1.478, 2.209, 4.665], [-2.850, 2.766, -1.885], [-0.941, -2.924, -4.819], [1.223, -4.094, -2.500], [1.040, -4.392, -4.618], [-1.616, -5.370, 2.458], [-1.365, -3.816, 4.392], [-1.700, 1.309, 4.087], [1.519, 1.286, 4.503], [3.635, 0.146, -0.824], [1.248, 0.493, 3.802], [-1.024, -2.467, 0.824], [5.047, 1.677, -1.453], [0.006, 4.769, -2.627], [2.099, -4.723, -2.406], [-1.050, -2.100, 3.168], [-0.813, 2.985, 1.441], [-0.481, -3.085, -3.854], [-0.716, -0.205, 1.656], [4.367, -0.590, -0.525], [-1.414, -4.318, 2.308], [-1.677, 3.287, -2.002], [1.144, -0.433, 4.365], [-3.318, 1.185, -1.307], [2.287, -0.120, -0.712], [0.610, 2.874, -1.873], [1.495, 4.159, -3.365], [0.714, -3.469, -1.374], [-0.638, 2.470, -1.670], [-1.280, -3.449, 3.376], [-1.008, 0.654, -0.347], [-1.288, -3.805, 1.021], [4.003, 1.411, -1.341], [-1.008, -2.457, -2.737], [0.346, 3.339, 2.720], [-0.310, 0.972, 2.850], [-4.768, 3.380, -1.784], [1.532, 4.816, -1.732], [-0.972, -1.451, 4.028], [2.076, 0.368, 3.103], [0.050, 2.592, 1.980], [-0.925, -1.531, 1.885], [1.950, -1.072, -0.309], [0.865, 2.492, 1.261], [-1.866, 0.496, 4.792], [-1.863, -1.798, -2.802], [-3.920, 3.565, -2.297], [1.319, 0.718, -1.063], [1.654, 1.966, -1.546], [0.929, 4.231, -2.432], [-3.664, 4.542, -2.321], [3.032, 2.303, -1.691], [-0.407, -2.655, -1.502], [1.173, -3.600, -0.403], [-1.391, -4.453, 0.160], [0.630, -3.908, -3.742], [3.304, 3.276, -2.076], [-2.633, 1.479, 3.549]]
}